No. 1
Molecular formula: C5H6N2O2S
Method: DFT, wB97M-V/def2-TZVPD

Geometry (Å):
C1 -0.865616 -0.707876 -1.218128
C2 -1.607079 0.314142 -1.867459
C3 0.234307 -1.280076 -1.725138
C4 -1.248546 -0.837816 0.251285
C5 1.161087 -0.139049 1.440907
N1 -2.169885 1.043929 -2.549013
N2 0.860601 1.125578 1.316016
O1 1.996559 1.988445 1.249839
O2 -0.284110 1.636676 1.218602
S1 0.114474 -1.528022 1.271215
H1 0.797375 -2.146447 -1.158165
H2 0.573381 -0.881392 -2.645411
H3 -1.418506 0.139577 0.656401
H4 -2.260298 -1.342363 0.354247
H5 2.260331 -0.162638 1.585070
H6 1.855925 2.777333 1.819732

Cartesian forces, eV/Å:
1.204 -0.352 1.879
0.325 -0.213 -1.135
-0.085 -1.238 1.330
-0.921 -1.052 -0.313
1.646 1.409 -0.317
-0.386 0.458 0.058
-1.419 0.014 0.414
-0.010 -0.212 0.059
1.102 0.287 0.090
-0.642 0.304 0.390
-1.164 2.207 -1.315
0.463 -0.306 -0.990
-0.045 0.579 0.003
1.505 -0.081 0.274
-0.908 -1.049 -0.123
-0.666 -0.755 -0.304

The LUMO energy comes out at 0.24 eV. As for the net charge: 0. The value obtained for the HOMO energy is -0.325 hartree. The total energy comes out at -852.12212 hartree. Its HOMO-LUMO gap is 9.088 eV.

Mulliken population analysis, charges in e, atoms 1 to 4:
1. C 0.575
2. C 0.207
3. C -0.831
4. C -0.799

---

No. 2
Molecular formula: C5H6N2O3
Method: DFT, wB97M-V/def2-TZVPD

Geometry (Å):
N1 -2.110190 -1.104480 -0.850415
C1 -0.986725 -0.684561 -0.123663
C2 -0.795630 0.390176 0.923783
O1 0.127020 -0.437074 1.661501
C3 -0.095686 -1.487548 0.805767
O2 0.247570 -2.616498 0.950822
C4 -0.263752 0.621546 -0.450272
C5 1.163225 0.725858 -0.753084
N2 2.173033 0.242513 -1.215317
H1 -1.862325 -1.497672 -1.753356
H2 -2.675438 -1.772235 -0.334969
H3 -1.497911 1.007228 1.478830
H4 -0.896454 1.280670 -1.053368
O3 2.386268 2.110209 0.165448
H5 2.010220 1.983223 1.050944
H6 3.076775 1.238645 -0.502649

Cartesian forces, eV/Å:
-0.097 -0.044 -0.191
0.196 -0.135 0.058
-0.255 0.189 -0.021
0.149 0.486 0.297
0.257 -1.125 0.043
-0.233 0.700 -0.252
-0.117 1.220 0.075
3.545 -3.248 -2.397
-3.272 0.946 0.893
-0.026 0.052 0.182
0.131 0.114 -0.095
0.221 -0.198 -0.192
0.165 -0.208 0.204
0.803 0.069 -1.137
1.269 -0.508 0.150
-2.736 1.691 2.383

The LUMO energy comes out at 0.55 eV. As for the net charge: 0. The value obtained for the HOMO energy is -0.347 hartree. The total energy comes out at -529.18426 hartree. Its HOMO-LUMO gap is 9.997 eV.

Mulliken population analysis, charges in e, atoms 1 to 4:
1. N -0.581
2. C 0.299
3. C -0.172
4. O -0.348

---

Please write out number 1 again, unchanged.
Molecular formula: C5H6N2O2S
Method: DFT, wB97M-V/def2-TZVPD

Geometry (Å):
C1 -0.865616 -0.707876 -1.218128
C2 -1.607079 0.314142 -1.867459
C3 0.234307 -1.280076 -1.725138
C4 -1.248546 -0.837816 0.251285
C5 1.161087 -0.139049 1.440907
N1 -2.169885 1.043929 -2.549013
N2 0.860601 1.125578 1.316016
O1 1.996559 1.988445 1.249839
O2 -0.284110 1.636676 1.218602
S1 0.114474 -1.528022 1.271215
H1 0.797375 -2.146447 -1.158165
H2 0.573381 -0.881392 -2.645411
H3 -1.418506 0.139577 0.656401
H4 -2.260298 -1.342363 0.354247
H5 2.260331 -0.162638 1.585070
H6 1.855925 2.777333 1.819732

Cartesian forces, eV/Å:
1.204 -0.352 1.879
0.325 -0.213 -1.135
-0.085 -1.238 1.330
-0.921 -1.052 -0.313
1.646 1.409 -0.317
-0.386 0.458 0.058
-1.419 0.014 0.414
-0.010 -0.212 0.059
1.102 0.287 0.090
-0.642 0.304 0.390
-1.164 2.207 -1.315
0.463 -0.306 -0.990
-0.045 0.579 0.003
1.505 -0.081 0.274
-0.908 -1.049 -0.123
-0.666 -0.755 -0.304

The LUMO energy comes out at 0.24 eV. As for the net charge: 0. The value obtained for the HOMO energy is -0.325 hartree. The total energy comes out at -852.12212 hartree. Its HOMO-LUMO gap is 9.088 eV.

Mulliken population analysis, charges in e, atoms 1 to 4:
1. C 0.575
2. C 0.207
3. C -0.831
4. C -0.799